Record 1
The following is a DFT calculation (wB97M-V/def2-TZVPD) of a 10-piece molecular cluster, C17H54N6O17 overall at a distorted geometry.

Geometry (Å):
1 N -0.50 -1.29 1.22
2 C 0.27 -0.43 0.38
3 N 0.09 0.96 0.42
4 O 1.18 -0.86 -0.34
5 H -1.46 -1.12 1.48
6 H -0.31 -2.25 0.97
7 H 0.65 1.58 -0.14
8 H -0.66 1.42 0.90
9 N 3.07 4.13 -1.61
10 C 1.67 3.88 -1.85
11 N 1.12 4.33 -3.08
12 O 0.97 3.28 -0.96
13 H 3.60 3.67 -0.89
14 H 3.64 4.47 -2.39
15 H 0.15 4.01 -3.30
16 H 1.75 4.48 -3.86
17 N 1.56 -0.37 -5.65
18 C 1.58 -0.94 -4.31
19 N 0.86 -0.10 -3.39
20 O 2.07 -1.95 -3.99
21 H 1.70 -1.07 -6.33
22 H 1.06 0.45 -5.96
23 H 0.25 0.65 -3.76
24 H 0.70 -0.47 -2.44
25 O -2.98 0.65 1.65
26 C -3.96 -0.42 1.29
27 C -5.38 -0.17 1.84
28 O -6.14 0.88 1.24
29 H -2.98 1.28 0.91
30 H -3.96 -0.53 0.18
31 H -3.51 -1.29 1.79
32 H -5.27 0.16 2.89
33 H -5.97 -1.12 1.78
34 H -5.54 1.33 0.63
35 O 1.00 -4.15 0.75
36 C 2.15 -3.72 1.46
37 C 3.37 -3.65 0.48
38 O 4.52 -3.18 1.23
39 H 0.74 -3.55 0.06
40 H 1.99 -2.71 1.86
41 H 2.36 -4.43 2.26
42 H 3.09 -2.96 -0.34
43 H 3.51 -4.65 0.08
44 H 4.52 -2.23 1.11
45 O 1.99 6.06 2.76
46 C 1.36 4.98 2.11
47 C 0.01 5.39 1.45
48 O -0.58 4.33 0.72
49 H 2.48 5.72 3.50
50 H 1.99 4.53 1.30
51 H 1.16 4.16 2.81
52 H 0.16 6.19 0.71
53 H -0.73 5.73 2.17
54 H 0.12 4.10 0.09
55 O -1.22 -3.67 -0.73
56 C -1.95 -4.81 -0.31
57 C -3.36 -4.47 0.04
58 O -4.07 -3.84 -0.99
59 H -1.14 -3.67 -1.68
60 H -1.89 -5.60 -1.06
61 H -1.43 -5.09 0.60
62 H -3.34 -3.80 0.92
63 H -3.94 -5.37 0.30
64 H -3.49 -3.16 -1.39
65 O -1.31 3.24 -3.04
66 C -2.08 4.14 -2.25
67 C -3.11 3.37 -1.38
68 O -2.52 2.66 -0.31
69 H -0.96 2.62 -2.38
70 H -1.38 4.69 -1.63
71 H -2.66 4.80 -2.89
72 H -3.61 2.63 -1.98
73 H -3.90 4.03 -1.03
74 H -2.04 3.34 0.21
75 O 3.90 -0.47 -0.10
76 C 4.38 -0.53 -1.52
77 C 4.14 0.84 -2.09
78 O 4.77 1.87 -1.21
79 H 2.94 -0.58 -0.08
80 H 5.45 -0.73 -1.39
81 H 3.94 -1.31 -2.14
82 H 3.06 0.93 -2.06
83 H 4.54 0.99 -3.11
84 H 5.06 1.47 -0.37
85 O -1.87 -2.53 3.91
86 C -1.29 -3.78 3.52
87 C -0.49 -4.38 4.71
88 O 0.40 -3.34 5.16
89 H -1.14 -1.91 4.09
90 H -2.16 -4.45 3.28
91 H -0.60 -3.73 2.67
92 H -0.06 -5.38 4.45
93 H -1.15 -4.53 5.55
94 H 1.05 -3.67 5.75

Computed properties:
SMILES string: NC(N)=O.NC(N)=O.NC(N)=O.OCCO.OCCO.OCCO.OCCO.OCCO.OCCO.OCCO
ΔE to the lowest compared entry with this formula, charge and spin: 15.43 kcal/mol
orbital gap: 9.34 eV
lowest unoccupied orbital energy: 0.0042 hartree
molar mass: 614.64 g/mol
HOMO level: -9.229 eV
total energy: -2287.7370 Ha


Record 2
The following is a DFT calculation (wB97M-V/def2-TZVPD) of a 10-piece molecular cluster, C17H54O17 overall at a distorted geometry.

Geometry (Å):
1 O 0.98 2.86 1.25
2 C 1.73 4.07 1.14
3 C 2.53 4.35 2.40
4 O 3.58 5.28 2.16
5 H 0.07 3.16 1.31
6 H 2.41 4.05 0.28
7 H 1.07 4.94 1.00
8 H 2.94 3.42 2.83
9 H 1.89 4.74 3.20
10 H 4.28 4.79 1.72
11 O 1.83 0.16 1.44
12 C 2.79 0.14 2.49
13 C 4.17 -0.03 1.91
14 O 4.21 -1.13 1.04
15 H 1.66 1.07 1.15
16 H 2.70 1.09 3.05
17 H 2.48 -0.66 3.17
18 H 4.85 -0.24 2.74
19 H 4.49 0.91 1.44
20 H 3.43 -1.03 0.48
21 O -0.75 -6.08 3.68
22 C 0.31 -5.63 2.84
23 C 0.06 -4.21 2.34
24 O -1.30 -3.98 1.98
25 H -1.48 -6.28 3.08
26 H 1.25 -5.62 3.39
27 H 0.45 -6.34 2.02
28 H 0.71 -3.95 1.50
29 H 0.36 -3.50 3.13
30 H -1.77 -4.11 2.82
31 O -3.11 2.71 -0.34
32 C -2.91 4.12 -0.19
33 C -2.49 4.74 -1.51
34 O -3.51 4.65 -2.48
35 H -4.04 2.53 -0.49
36 H -3.83 4.60 0.14
37 H -2.12 4.27 0.55
38 H -1.58 4.23 -1.87
39 H -2.19 5.77 -1.35
40 H -3.56 3.73 -2.75
41 O -2.44 -3.91 -0.71
42 C -1.08 -3.99 -1.09
43 C -0.62 -5.44 -1.24
44 O -1.49 -6.16 -2.08
45 H -2.45 -3.89 0.26
46 H -1.04 -3.51 -2.07
47 H -0.39 -3.44 -0.44
48 H -0.62 -5.89 -0.24
49 H 0.39 -5.39 -1.67
50 H -2.37 -5.81 -1.91
51 O -3.01 -0.15 1.17
52 C -1.62 -0.35 0.94
53 C -1.19 -0.24 -0.51
54 O -0.85 1.09 -0.92
55 H -3.22 0.78 1.04
56 H -0.99 0.30 1.56
57 H -1.37 -1.34 1.34
58 H -2.14 -0.44 -1.04
59 H -0.47 -0.96 -0.88
60 H -1.52 1.69 -0.56
61 O 2.42 1.07 -1.30
62 C 2.44 2.21 -2.15
63 C 2.85 1.82 -3.55
64 O 1.75 1.33 -4.31
65 H 1.50 0.83 -1.18
66 H 1.48 2.73 -2.09
67 H 3.19 2.90 -1.74
68 H 3.55 0.99 -3.42
69 H 3.33 2.65 -4.07
70 H 1.59 0.43 -4.01
71 C 2.04 -2.00 -2.52
72 O 0.97 -1.46 -3.31
73 H 1.84 -1.73 -1.48
74 H 2.04 -3.09 -2.60
75 H 3.02 -1.61 -2.80
76 H 0.86 -2.03 -4.08
77 C -3.55 0.98 4.62
78 O -2.46 1.86 4.27
79 H -4.46 1.55 4.44
80 H -3.50 0.09 4.01
81 H -3.54 0.80 5.70
82 H -1.62 1.40 4.37
83 C -1.46 0.60 -4.46
84 O -2.49 -0.37 -4.68
85 H -0.49 0.23 -4.79
86 H -1.63 1.50 -5.04
87 H -1.41 0.86 -3.40
88 H -2.33 -1.06 -4.03

Computed properties:
SMILES string: OCCO.OCCO.OCCO.OCCO.OCCO.OCCO.OCCO.CO.CO.CO
ΔE to the lowest compared entry with this formula, charge and spin: 9.38 kcal/mol
orbital gap: 9.91 eV
lowest unoccupied orbital energy: 0.0067 hartree
molar mass: 530.60 g/mol
HOMO level: -9.723 eV
total energy: -1959.0138 Ha


Record 3
The following is a DFT calculation (wB97M-V/def2-TZVPD) of a 11-piece molecular cluster, C17H58N12O11 overall at a distorted geometry.

Geometry (Å):
1 C 2.45 -1.87 1.25
2 O 2.31 -2.28 -0.13
3 C 3.39 -3.24 -0.60
4 C 3.00 -3.72 -2.05
5 C 2.96 -2.63 -3.12
6 N 1.91 -4.71 -2.10
7 H 2.55 -2.73 1.91
8 H 1.53 -1.36 1.54
9 H 3.30 -1.21 1.40
10 H 4.36 -2.74 -0.72
11 H 3.45 -4.07 0.09
12 H 3.80 -4.40 -2.32
13 H 3.93 -2.17 -3.26
14 H 2.39 -1.76 -2.81
15 H 2.67 -2.88 -4.14
16 H 2.21 -5.57 -1.64
17 H 1.95 -4.95 -3.08
18 C 2.61 2.58 0.57
19 O 3.31 1.98 -0.55
20 C 3.37 2.86 -1.64
21 C 4.29 2.43 -2.80
22 C 4.18 3.30 -4.08
23 N 4.07 1.05 -3.13
24 H 3.36 3.29 0.92
25 H 2.29 1.92 1.37
26 H 1.68 2.96 0.16
27 H 2.33 2.96 -1.95
28 H 3.72 3.82 -1.26
29 H 5.26 2.54 -2.31
30 H 3.47 2.86 -4.77
31 H 5.16 3.35 -4.57
32 H 3.75 4.30 -4.02
33 H 4.88 0.77 -3.67
34 H 3.85 0.45 -2.35
35 N 0.82 0.50 -3.25
36 C 0.75 -0.01 -4.53
37 N 1.86 -0.06 -5.16
38 O -0.31 -0.38 -5.01
39 H -0.01 0.74 -2.74
40 H 1.74 0.86 -3.05
41 H 1.82 -0.28 -6.15
42 H 2.72 0.35 -4.81
43 N -0.07 -5.52 0.07
44 C -0.03 -4.68 1.08
45 N -0.17 -3.55 0.61
46 O 0.15 -4.89 2.28
47 H -0.02 -5.17 -0.88
48 H 0.10 -6.51 0.15
49 H 0.42 -3.35 -0.19
50 H -0.31 -2.82 1.29
51 N -3.07 -2.07 4.10
52 C -2.00 -2.03 4.67
53 N -1.09 -2.21 3.77
54 O -1.73 -1.80 5.84
55 H -3.13 -2.24 3.10
56 H -3.95 -1.96 4.59
57 H -1.18 -1.51 3.04
58 H -0.15 -2.38 4.10
59 N -1.33 3.65 1.80
60 C -0.38 4.35 2.29
61 N 0.13 3.73 3.30
62 O 0.19 5.34 1.81
63 H -1.74 4.00 0.94
64 H -1.85 3.13 2.49
65 H 1.03 4.09 3.62
66 H -0.13 2.90 3.82
67 N -3.95 1.27 -2.22
68 C -2.77 1.47 -2.72
69 N -2.87 2.33 -3.68
70 O -1.77 0.88 -2.39
71 H -3.92 0.79 -1.33
72 H -4.74 1.78 -2.58
73 H -3.77 2.65 -4.02
74 H -1.98 2.56 -4.10
75 C -5.96 1.95 2.77
76 O -4.81 1.20 2.77
77 H -6.79 1.27 2.56
78 H -6.10 2.32 3.78
79 H -5.98 2.83 2.13
80 H -4.90 0.69 1.97
81 C -3.97 -1.44 -0.65
82 O -3.78 -0.25 0.07
83 H -4.50 -2.14 -0.02
84 H -4.52 -1.38 -1.59
85 H -2.97 -1.79 -0.93
86 H -3.08 -0.58 0.64
87 C -1.29 1.38 5.32
88 O -1.15 2.40 6.30
89 H -2.23 0.84 5.22
90 H -1.03 1.66 4.30
91 H -0.62 0.55 5.56
92 H -1.99 2.60 6.72
93 C -0.99 0.57 0.90
94 O -1.64 -0.29 1.73
95 H -1.64 1.35 0.52
96 H -0.17 0.97 1.50
97 H -0.59 0.00 0.06
98 H -2.32 0.16 2.25

Computed properties:
SMILES string: COC[C@H](C)N.COC[C@H](C)N.NC(N)=O.NC(N)=O.NC(N)=O.NC(N)=O.NC(N)=O.CO.CO.CO.CO
ΔE to the lowest compared entry with this formula, charge and spin: 98.55 kcal/mol
orbital gap: 9.10 eV
lowest unoccupied orbital energy: 0.0087 hartree
molar mass: 606.72 g/mol
HOMO level: -8.862 eV
total energy: -2167.1283 Ha


Record 4
The following is a DFT calculation (wB97M-V/def2-TZVPD) of a 11-piece molecular cluster, C17H58N20O11 overall at a distorted geometry.

Geometry (Å):
1 C -35.88 -7.34 17.79
2 O -36.51 -8.49 17.21
3 C -37.11 -9.34 18.12
4 C -37.26 -10.76 17.55
5 C -38.10 -11.69 18.44
6 N -35.92 -11.33 17.34
7 H -35.58 -6.72 16.95
8 H -35.02 -7.67 18.37
9 H -36.67 -6.88 18.39
10 H -36.52 -9.38 19.05
11 H -38.12 -9.04 18.44
12 H -37.67 -10.65 16.54
13 H -37.68 -11.83 19.44
14 H -38.18 -12.71 18.07
15 H -39.09 -11.27 18.62
16 H -35.26 -10.74 16.85
17 H -35.94 -12.18 16.79
18 C -34.28 -18.62 14.75
19 O -34.71 -19.70 13.95
20 C -34.11 -19.67 12.66
21 C -34.32 -21.02 12.02
22 C -33.66 -22.19 12.74
23 N -33.88 -21.10 10.61
24 H -34.78 -17.74 14.33
25 H -33.21 -18.37 14.72
26 H -34.63 -18.75 15.77
27 H -34.69 -18.99 12.02
28 H -33.04 -19.47 12.74
29 H -35.38 -21.27 11.94
30 H -33.91 -22.19 13.80
31 H -32.57 -22.05 12.78
32 H -33.80 -23.18 12.30
33 H -32.89 -20.90 10.49
34 H -34.39 -20.36 10.14
35 N -33.37 -12.37 13.74
36 C -33.24 -11.18 14.35
37 N -32.15 -10.44 14.02
38 O -34.14 -10.75 15.08
39 H -34.10 -12.90 14.17
40 H -32.60 -12.77 13.23
41 H -31.96 -9.51 14.33
42 H -31.47 -10.89 13.44
43 N -41.17 -17.25 19.42
44 C -40.22 -16.32 19.16
45 N -39.34 -16.75 18.21
46 O -39.99 -15.29 19.80
47 H -41.88 -17.03 20.10
48 H -41.14 -18.10 18.90
49 H -38.56 -16.13 18.06
50 H -39.32 -17.64 17.77
51 N -37.30 -14.17 9.96
52 C -37.34 -14.95 11.08
53 N -37.47 -14.25 12.21
54 O -37.38 -16.18 11.03
55 H -37.23 -14.70 9.10
56 H -37.18 -13.20 10.16
57 H -37.16 -13.30 12.33
58 H -37.42 -14.67 13.13
59 N -41.34 -15.54 16.14
60 C -40.75 -14.35 15.94
61 N -39.39 -14.39 15.86
62 O -41.38 -13.29 15.88
63 H -42.33 -15.52 16.33
64 H -40.70 -16.17 16.63
65 H -39.01 -15.27 15.56
66 H -38.99 -13.50 15.61
67 N -32.97 -15.66 12.87
68 C -31.81 -16.11 13.44
69 N -31.03 -16.75 12.55
70 O -31.59 -16.20 14.64
71 H -33.76 -15.37 13.47
72 H -32.99 -15.27 11.94
73 H -31.34 -16.95 11.62
74 H -30.37 -17.41 12.93
75 N -40.18 -11.56 13.71
76 C -38.87 -11.80 13.55
77 N -38.29 -11.09 12.50
78 O -38.15 -12.50 14.26
79 H -40.54 -12.20 14.42
80 H -40.63 -11.22 12.89
81 H -38.85 -10.62 11.82
82 H -37.29 -11.11 12.63
83 N -36.27 -14.09 16.10
84 C -35.41 -14.86 15.37
85 N -34.89 -15.82 16.18
86 O -35.17 -14.77 14.16
87 H -36.68 -14.50 16.93
88 H -36.88 -13.42 15.65
89 H -35.19 -15.82 17.14
90 H -34.21 -16.47 15.82
91 N -31.37 -17.20 19.27
92 C -31.63 -17.12 17.96
93 N -31.00 -16.12 17.32
94 O -32.32 -17.95 17.36
95 H -30.85 -16.43 19.66
96 H -31.91 -17.82 19.85
97 H -30.55 -15.37 17.81
98 H -31.20 -16.05 16.32
99 N -37.43 -14.49 20.61
100 C -36.45 -14.93 19.79
101 N -35.23 -15.03 20.35
102 O -36.71 -15.16 18.61
103 H -37.25 -14.26 21.57
104 H -38.36 -14.47 20.19
105 H -35.13 -14.97 21.35
106 H -34.51 -15.44 19.78

Computed properties:
SMILES string: COC[C@H](C)N.COC[C@H](C)N.NC(N)=O.NC(N)=O.NC(N)=O.NC(N)=O.NC(N)=O.NC(N)=O.NC(N)=O.NC(N)=O.NC(N)=O
ΔE to the lowest compared entry with this formula, charge and spin: 28.70 kcal/mol
orbital gap: 8.06 eV
lowest unoccupied orbital energy: 0.0138 hartree
molar mass: 718.78 g/mol
HOMO level: -7.680 eV
total energy: -2605.6285 Ha


Record 5
The following is a DFT calculation (wB97M-V/def2-TZVPD) of a 12-piece molecular cluster, C17H58N8O12 overall at a distorted geometry.

Geometry (Å):
1 N -13.99 3.47 -13.74
2 C -13.57 3.16 -12.53
3 N -13.92 1.98 -12.25
4 O -13.01 4.00 -11.64
5 H -13.88 4.44 -14.07
6 H -14.63 2.84 -14.23
7 H -13.52 1.72 -11.32
8 H -14.10 1.23 -12.95
9 N -16.47 -0.59 -14.22
10 C -15.39 -1.19 -13.96
11 N -15.21 -2.19 -14.78
12 O -14.56 -0.94 -12.87
13 H -16.72 0.13 -13.54
14 H -17.16 -1.01 -14.90
15 H -14.39 -2.81 -14.62
16 H -15.45 -2.09 -15.79
17 N -18.72 2.21 -12.46
18 C -17.51 2.60 -12.72
19 N -16.67 1.68 -12.42
20 O -17.33 3.80 -13.14
21 H -19.52 2.79 -12.77
22 H -18.92 1.25 -12.21
23 H -15.71 2.02 -12.22
24 H -17.00 0.99 -11.74
25 N -12.74 -4.76 -13.17
26 C -13.35 -5.05 -14.26
27 N -12.99 -4.30 -15.29
28 O -14.40 -6.08 -14.29
29 H -13.00 -5.40 -12.39
30 H -12.13 -3.96 -13.04
31 H -13.38 -4.45 -16.25
32 H -12.23 -3.58 -15.23
33 C -18.68 1.47 -16.52
34 C -17.93 0.30 -17.14
35 O -18.33 -0.82 -16.37
36 H -18.39 1.46 -15.50
37 H -19.80 1.30 -16.65
38 H -18.35 2.40 -17.00
39 H -16.83 0.45 -16.95
40 H -18.21 0.18 -18.18
41 H -18.05 -1.61 -16.83
42 C -14.87 0.05 -19.60
43 C -15.31 -1.14 -18.92
44 O -15.18 -1.13 -17.55
45 H -15.60 0.87 -19.65
46 H -14.73 -0.30 -20.57
47 H -13.86 0.35 -19.40
48 H -14.71 -2.04 -19.17
49 H -16.26 -1.58 -19.31
50 H -14.28 -1.09 -17.31
51 C -11.82 -0.67 -14.44
52 C -11.16 -1.40 -13.30
53 O -10.76 -2.71 -13.63
54 H -11.07 -0.39 -15.21
55 H -12.28 0.30 -14.17
56 H -12.66 -1.27 -14.79
57 H -11.89 -1.66 -12.45
58 H -10.40 -0.73 -12.97
59 H -10.34 -3.13 -12.83
60 C -16.30 -0.50 -9.75
61 C -17.30 -1.23 -10.41
62 O -18.21 -0.24 -10.95
63 H -15.57 -0.17 -10.42
64 H -15.85 -1.19 -9.02
65 H -16.75 0.29 -9.14
66 H -17.87 -1.98 -9.85
67 H -16.80 -1.73 -11.16
68 H -18.87 -0.71 -11.45
69 C -18.60 -4.41 -11.99
70 C -18.06 -3.48 -13.09
71 O -16.79 -3.84 -13.47
72 H -17.93 -4.51 -11.17
73 H -19.02 -5.36 -12.25
74 H -19.46 -3.92 -11.53
75 H -18.01 -2.43 -12.78
76 H -18.54 -3.50 -14.02
77 H -16.28 -3.13 -13.95
78 C -20.68 -1.11 -14.36
79 O -19.62 -0.36 -13.79
80 H -21.06 -0.75 -15.29
81 H -21.38 -1.11 -13.55
82 H -20.32 -2.09 -14.60
83 H -19.24 0.24 -14.40
84 C -14.42 1.77 -16.43
85 O -15.32 1.75 -15.29
86 H -13.84 2.71 -16.62
87 H -14.91 1.58 -17.38
88 H -13.68 0.91 -16.38
89 H -15.80 0.93 -15.32
90 C -12.98 -2.50 -10.04
91 O -14.03 -3.01 -10.72
92 H -13.28 -1.61 -9.70
93 H -12.05 -2.29 -10.60
94 H -12.73 -3.18 -9.21
95 H -14.23 -2.14 -11.18

Computed properties:
SMILES string: NC(N)=O.NC(N)=O.NC(N)=O.NC(N)=O.CCO.CCO.CCO.CCO.CCO.CO.CO.CO
ΔE to the lowest compared entry with this formula, charge and spin: 134.06 kcal/mol
orbital gap: 8.42 eV
lowest unoccupied orbital energy: -0.0098 hartree
molar mass: 566.70 g/mol
HOMO level: -8.686 eV
total energy: -2023.2501 Ha